1.
This record from OMol25 describes a 11-piece molecular cluster, C18H47Cl4F9N5O8 overall in a non-equilibrium geometry. The level of theory is ωB97M-V/def2-TZVPD.

Values from the calculation:
frontier orbital gap = 6.1 eV
energy relative to the best compared isomer or geometry (same formula, charge and spin) = 57.9 kcal/mol

```
! RIJCOSX wB97M-V def2-TZVPD def2/J DEFGRID3
* xyz 3 1
Cl -0.89 6.22 4.88
Cl -0.04 5.09 -3.52
Cl 2.11 5.44 3.53
Cl 0.40 2.06 -5.24
F 0.74 -6.04 -4.86
F 1.26 -6.65 -2.88
F -3.52 -4.68 1.06
F 2.68 -5.38 -3.81
F -3.74 -1.63 -0.01
F -5.56 -0.93 -0.76
F -4.05 -1.45 -2.19
F -2.55 -5.66 2.77
F -4.28 -4.27 2.94
O -3.77 1.12 0.09
O 1.29 -0.10 -0.99
O -0.62 -4.13 -3.72
O -2.62 -2.35 3.41
O 1.11 -3.71 -2.25
O 1.90 1.07 2.01
O -3.53 1.00 -2.17
O -1.20 -3.06 1.78
N 2.96 -1.01 -2.93
N 3.92 -0.06 0.21
N 3.87 3.09 1.71
N 3.17 -0.66 3.77
N 1.06 -2.64 0.26
C -4.21 3.43 -2.21
C -1.89 -1.14 3.51
C 0.69 4.34 3.69
C 1.17 2.65 -3.82
C -3.11 -4.50 2.31
C -2.43 -0.37 4.69
C 0.68 1.15 1.32
C -0.10 4.64 4.94
C 0.61 -4.39 -3.16
C 0.38 3.49 -2.89
C -0.68 -1.69 -3.88
C 1.36 -5.62 -3.71
C -4.28 -0.95 -1.00
C 0.56 0.89 -0.29
C -3.79 0.50 -0.98
C -3.09 2.35 -2.35
C -2.20 -3.26 2.48
C -1.32 -2.97 -3.35
H 0.23 -2.77 0.81
H 4.07 3.11 0.72
H 1.08 3.34 3.87
H -1.36 -0.91 -3.54
H 0.83 1.83 -0.78
H 3.72 4.01 2.08
H -0.83 -1.38 3.63
H -2.19 2.53 -1.75
H 0.25 -1.45 -3.37
H 4.73 2.69 2.07
H 1.88 -2.61 0.86
H 1.13 -1.76 -0.23
H 1.42 1.78 -3.21
H 4.17 -0.58 3.66
H 1.21 -3.40 -0.39
H 2.86 -0.99 4.68
H -1.89 -0.55 2.59
H 2.98 -1.33 3.04
H -1.74 0.44 4.91
H -2.79 2.36 -3.39
H -5.01 3.26 -2.93
H -3.81 4.43 -2.33
H 0.10 4.33 2.76
H -0.48 0.88 -0.59
H -2.32 -3.12 -3.77
H -3.42 0.04 4.51
H -4.59 3.25 -1.20
H 3.50 -0.18 -3.11
H 2.11 3.14 -4.09
H -1.41 -2.91 -2.26
H 3.85 -0.55 1.09
H -2.43 -0.93 5.62
H 0.29 2.14 1.52
H 3.47 -1.62 -2.31
H -0.85 3.91 5.19
H 0.98 3.66 -2.00
H 2.95 0.15 0.06
H 2.67 -1.53 -3.75
H -0.58 -1.65 -4.97
H 4.51 0.74 0.41
H 2.68 0.07 3.27
H 4.23 -0.83 -0.37
H -0.01 0.49 1.85
H 2.18 -0.71 -2.36
H 3.14 2.41 1.88
H 0.57 4.63 5.80
H -0.54 2.99 -2.57
*
```

***

2.
This record from OMol25 describes C17H13ClI2N3O6SSeTa as an isolated structure in a non-equilibrium geometry. The level of theory is ωB97M-V/def2-TZVPD.

Values from the calculation:
⟨S²⟩ = 0.75
frontier orbital gap (spin up / spin down) = 5.4 / 7.4 eV
energy relative to the best compared isomer or geometry (same formula, charge and spin) = 31.0 kcal/mol

```
! RIJCOSX wB97M-V def2-TZVPD def2/J DEFGRID3
* xyz -1 2
Ta -1.04 0.41 0.95
I -3.63 -0.71 0.08
I 2.44 -2.44 2.59
Se -1.96 0.67 3.77
Cl 4.07 -3.90 -2.49
S 0.47 1.23 -0.93
O -0.47 1.32 4.41
O -1.98 2.00 0.10
O -0.03 -1.27 0.81
O -2.32 1.65 2.44
O -2.98 0.60 5.04
O -1.57 -0.67 2.92
N -0.61 -1.66 -1.92
N 0.42 1.05 2.24
N -1.98 2.10 -1.22
C 2.73 -3.29 -1.53
C -3.10 2.44 -1.84
C 1.51 -2.88 -2.12
C 2.03 -2.36 0.55
C -3.09 2.55 -3.23
C 0.07 -2.54 -4.02
C -0.85 -1.88 -3.17
C 3.00 -3.03 -0.23
C 1.79 2.07 4.07
C -0.81 1.78 -1.90
C 2.24 1.30 5.33
C 0.55 -2.14 -1.35
C -1.97 2.29 -4.01
C 0.61 1.42 3.38
C 1.21 -3.04 -3.50
C 0.83 -1.86 0.04
C -0.85 1.88 -3.30
H -3.94 2.56 -1.23
H -0.18 -2.76 -5.08
H -1.81 -1.56 -3.62
H 3.97 -3.28 0.17
H 1.95 -3.53 -4.13
H 3.20 1.73 5.67
H -3.97 2.86 -3.77
H 1.49 1.38 6.13
H 2.54 2.13 3.34
H 2.42 0.24 5.09
H 1.47 3.10 4.33
H 0.10 1.61 -3.79
H -1.97 2.43 -5.07
*
```

***

3.
This record from OMol25 describes a 2-piece molecular cluster, C6H17N2 overall in a non-equilibrium geometry. The level of theory is ωB97M-V/def2-TZVPD.

Values from the calculation:
frontier orbital gap = 6.4 eV
energy relative to the best compared isomer or geometry (same formula, charge and spin) = 73.6 kcal/mol

```
! RIJCOSX wB97M-V def2-TZVPD def2/J DEFGRID3
* xyz 1 1
N -3.48 1.52 0.08
N 2.90 -0.47 0.24
C 1.71 -0.48 -0.51
C -1.43 -1.02 -0.55
C 3.71 0.74 0.15
C -0.66 0.20 -0.43
C 0.56 0.24 0.31
C -2.25 -1.38 0.72
H -4.05 2.09 -0.52
H -3.32 2.06 0.92
H 0.89 1.25 0.54
H -0.72 -1.83 -0.72
H 3.45 -1.31 0.14
H -0.76 0.95 -1.21
H 4.55 0.68 0.83
H 3.13 1.61 0.47
H -2.50 -2.44 0.72
H 1.42 -1.51 -0.73
H 0.49 -0.26 1.28
H 1.81 0.00 -1.49
H -2.58 1.39 -0.36
H -3.16 -0.79 0.75
H 4.07 0.94 -0.86
H -1.68 -1.18 1.63
H -2.11 -1.00 -1.40
*
```